(1)
{
  "formula": "C37H48FI2N9OS",
  "method": "ωB97M-V/def2-TZVPD",
  "species": ["C", "C", "C", "C", "O", "C", "C", "C", "C", "C", "I", "C", "C", "C", "C", "F", "C", "C", "N", "I", "C", "C", "C", "C", "C", "C", "S", "H", "H", "H", "H", "H", "H", "H", "H", "H", "H", "H", "H", "H", "H", "H", "H", "H", "H", "H", "H", "H", "H", "H", "H", "C", "C", "N", "H", "H", "H", "C", "C", "N", "H", "H", "H", "C", "C", "N", "H", "H", "H", "C", "C", "N", "H", "H", "H", "C", "C", "N", "H", "H", "H", "C", "C", "N", "H", "H", "H", "C", "C", "N", "H", "H", "H", "C", "C", "N", "H", "H", "H"],
  "coordinates": [[3.67406, -2.59636, -0.89829], [3.24459, -1.06879, -0.42513], [1.59867, -0.91292, -0.17820], [1.21549, -1.50749, 1.30197], [0.02331, -0.90560, 1.92010], [-1.21591, -1.26493, 1.19396], [-1.85233, -2.78385, 1.13748], [-1.11778, -4.07712, 1.90198], [-0.70182, -5.26564, 0.83537], [-0.34493, -4.71746, -0.67567], [0.94319, -6.13894, -1.81637], [-3.25863, -3.18047, 0.32756], [-4.09353, -1.99071, -0.43101], [-5.51689, -2.18463, -1.25173], [-6.11331, -3.71373, -1.00394], [-6.32080, -4.01829, 0.46134], [-3.47414, -0.47391, -0.37624], [-2.05788, -0.05598, 0.40922], [-1.52711, 1.36462, 0.44792], [-2.55014, 2.51782, 1.82591], [-1.51702, 2.00707, -0.93863], [-0.19014, 2.78052, -1.52667], [-0.22392, 3.45296, -3.04263], [-1.54114, 3.37615, -4.05803], [-2.86359, 2.60279, -3.47336], [-2.83089, 1.94580, -1.97174], [-4.32582, 0.98600, -1.26772], [4.76452, -2.76756, -0.45122], [2.95090, -3.41458, -0.45804], [3.79216, -2.69614, -2.08201], [3.85734, -0.86756, 0.57862], [3.64003, -0.24326, -1.18691], [1.36862, 0.24983, -0.27725], [0.98868, -1.45012, -1.05251], [1.19901, -2.67656, 1.22654], [2.13151, -1.24132, 2.01942], [-0.23247, -3.72057, 2.59218], [-1.95546, -4.51895, 2.61763], [0.15112, -5.97771, 1.24062], [-1.67600, -5.94273, 0.71614], [0.17134, -3.64651, -0.68528], [-1.36999, -4.66476, -1.28180], [-3.64057, -4.30498, 0.29976], [-5.36091, -1.96724, -2.40447], [-6.27952, -1.41944, -0.74447], [-7.18242, -3.81190, -1.48987], [-5.31766, -4.44758, -1.49018], [0.75948, 2.83462, -0.82019], [0.72199, 4.02892, -3.46609], [-1.53595, 3.83430, -5.15381], [-3.86736, 2.46136, -4.09188], [-5.00313, -3.67267, -5.13948], [-4.08411, -4.10143, -4.00720], [-3.32172, -4.45724, -3.06797], [-4.43427, -3.58764, -6.06942], [-5.79800, -4.41130, -5.27446], [-5.45331, -2.70348, -4.90748], [2.67860, 4.21842, 1.49308], [3.07682, 3.03095, 0.63177], [3.40706, 2.04579, -0.08265], [1.66959, 4.54779, 1.23033], [2.69732, 3.93584, 2.54921], [3.37609, 5.04534, 1.33330], [5.78844, -5.61197, -2.05394], [6.73159, -4.95212, -1.06117], [7.51386, -4.40469, -0.23754], [5.28156, -6.45761, -1.58108], [5.03892, -4.89108, -2.39179], [6.35111, -5.97269, -2.91944], [-10.21784, -4.67890, -0.11002], [-9.82978, -4.37541, -1.54800], [-9.50792, -4.12352, -2.74088], [-9.63621, -4.05368, 0.57294], [-11.28174, -4.47573, 0.03980], [-10.02103, -5.73075, 0.11511], [6.43571, 5.84366, 3.24796], [4.95294, 6.16467, 3.34214], [3.72294, 6.43112, 3.42025], [6.79871, 6.05163, 2.23772], [6.99557, 6.45547, 3.96059], [6.60367, 4.78752, 3.47636], [5.47287, 10.48775, 2.47566], [6.74914, 9.66358, 2.42682], [7.80796, 8.98001, 2.38622], [5.59900, 11.32993, 3.16155], [5.23888, 10.87199, 1.47907], [4.64167, 9.86748, 2.82236], [11.17287, 8.41878, 1.92739], [12.44914, 7.59462, 1.87854], [13.50796, 6.91104, 1.83794], [11.29900, 9.26096, 2.61327], [10.93888, 8.80303, 0.93079], [10.34167, 7.79852, 2.27409], [-7.96429, -2.39376, 2.75811], [-9.44706, -2.07275, 2.85228], [-10.67706, -1.80630, 2.93040], [-7.60129, -2.18579, 1.74786], [-7.40443, -1.78195, 3.47074], [-7.79633, -3.44991, 2.98651]],
  "mulliken_charge": [-0.68, -0.62, 0.34, -0.26, -0.50, -0.09, 0.24, -0.79, -0.50, -0.23, -0.04, -0.20, 0.53, -0.43, 0.09, -0.33, 0.19, -0.07, -0.59, 0.14, 0.22, -0.18, -0.45, -0.38, -0.38, 0.49, -0.20, 0.19, 0.12, 0.24, 0.25, 0.35, -0.35, 0.18, 0.03, 0.37, 0.25, 0.39, 0.40, 0.27, 0.04, 0.18, 0.12, 0.20, 0.41, -0.17, 0.20, 0.11, 0.27, 0.28, 0.25, -0.90, 0.55, -0.55, 0.33, 0.29, 0.29, -0.78, 0.44, -0.52, 0.35, 0.31, 0.20, -0.54, 0.33, -0.44, 0.22, 0.16, 0.30, -0.37, 0.34, -0.49, -0.08, 0.32, 0.27, -0.82, 0.49, -0.55, 0.27, 0.30, 0.36, -0.71, 0.41, -0.49, 0.27, 0.26, 0.25, -0.51, 0.25, -0.41, 0.27, 0.27, 0.14, -0.42, 0.27, -0.46, -0.03, 0.38, 0.26],
  "total_energy_ev": -84331.0643,
  "homo_energy_ev": -7.980,
  "smiles": "CCCCOc1c(CCCI)cc(CCF)c2c1N(I)c1ccccc1S2.CC#N.CC#N.CC#N.CC#N.CC#N.CC#N.CC#N.CC#N",
  "charge": 0,
  "orbital_gap_ha": 0.2631,
  "lumo_ev": -0.82
}

---

(2)
{
  "formula": "C37H48HfN3SbSe4SiTe",
  "method": "ωB97M-V/def2-TZVPD",
  "species": ["Hf", "C", "Si", "C", "N", "C", "C", "C", "C", "C", "C", "C", "C", "C", "C", "C", "C", "C", "C", "C", "C", "C", "H", "H", "H", "H", "H", "H", "H", "H", "H", "H", "H", "H", "H", "H", "H", "H", "H", "H", "H", "H", "H", "H", "H", "H", "C", "C", "C", "C", "C", "C", "C", "N", "C", "C", "C", "C", "C", "C", "C", "N", "C", "C", "C", "C", "H", "H", "H", "H", "H", "H", "H", "H", "H", "H", "H", "H", "H", "H", "H", "H", "H", "H", "H", "H", "H", "H", "H", "H", "Se", "Sb", "Se", "Se", "Se", "Te"],
  "coordinates": [[1.17721, -1.84394, 0.87972], [-0.16735, -2.09657, 2.65889], [-0.57422, -0.56100, 3.63427], [-0.52768, 1.00490, 2.52784], [-0.80699, 0.77541, 1.09674], [-0.30048, 1.93624, 0.31831], [-1.15497, 2.26019, -0.90199], [-2.57621, 2.67477, -0.48716], [-2.99294, 1.93769, 0.79560], [-2.25357, 0.60324, 0.87920], [-2.39948, -0.67944, 4.22394], [-2.89378, -1.89649, 4.69827], [-4.21823, -2.04510, 5.08833], [-5.09335, -0.97109, 5.00379], [-4.62360, 0.25324, 4.55050], [-3.29303, 0.39260, 4.17746], [0.30622, -0.04988, 5.23511], [0.81489, 1.23885, 5.40063], [1.31129, 1.66480, 6.62462], [1.31699, 0.80282, 7.71136], [0.84942, -0.49451, 7.55691], [0.35001, -0.91166, 6.33261], [-1.12748, -2.51308, 2.30714], [0.26494, -2.86898, 3.30903], [0.47128, 1.42713, 2.59568], [-1.20047, 1.78360, 2.92697], [0.73009, 1.73922, 0.02134], [-0.25659, 2.82866, 0.95521], [-1.19836, 1.39637, -1.56668], [-0.66223, 3.06207, -1.45684], [-3.27576, 2.44490, -1.29740], [-2.62226, 3.75551, -0.32697], [-4.07389, 1.77797, 0.82075], [-2.73641, 2.54276, 1.66820], [-2.42329, 0.05891, -0.05406], [-2.64941, -0.01066, 1.68669], [-2.22889, -2.75295, 4.75437], [-4.57281, -3.00257, 5.45323], [-6.13386, -1.08639, 5.28528], [-5.29181, 1.10510, 4.48425], [-2.94672, 1.36473, 3.84542], [0.85009, 1.92190, 4.56077], [1.70621, 2.66941, 6.72018], [1.69629, 1.13837, 8.66990], [0.88428, -1.18365, 8.39307], [-0.00244, -1.93253, 6.22520], [-2.44488, -3.05936, -5.17849], [-2.22713, -1.59100, -4.78510], [-1.46012, -0.88992, -5.90904], [-3.58769, -0.89257, -4.62651], [-1.48473, -1.53967, -3.46082], [-2.08974, -2.00180, -2.28841], [-1.40148, -1.93096, -1.10116], [-0.17643, -1.41636, -0.98264], [0.43928, -1.00043, -2.09812], [-0.19594, -1.05768, -3.34032], [1.81893, -0.51869, -1.96814], [2.33841, 0.40428, -2.87107], [3.64460, 0.85138, -2.75915], [4.40629, 0.27518, -1.74867], [3.82184, -0.63185, -0.88431], [2.54476, -0.99620, -0.93954], [4.19247, 1.90238, -3.71441], [5.48971, 2.51258, -3.17247], [4.47693, 1.23118, -5.06675], [3.17536, 3.03687, -3.89475], [-3.00372, -3.11568, -6.11633], [-3.00197, -3.59481, -4.40917], [-1.48720, -3.56434, -5.31347], [-2.06007, -0.92220, -6.82054], [-0.51124, -1.38696, -6.11734], [-1.26790, 0.15669, -5.66476], [-4.09352, -0.83845, -5.59339], [-3.45538, 0.12326, -4.24886], [-4.23635, -1.43076, -3.93545], [-3.07727, -2.44216, -2.28584], [-1.84907, -2.31073, -0.19012], [0.35868, -0.73998, -4.20996], [1.68004, 0.79569, -3.63436], [5.43767, 0.53919, -1.58244], [4.42373, -1.06059, -0.09395], [6.28505, 1.76832, -3.12404], [5.32948, 2.92185, -2.17333], [5.82320, 3.31198, -3.83842], [5.25975, 0.47912, -4.95309], [4.81314, 1.97489, -5.79525], [3.58542, 0.73720, -5.45765], [2.89282, 3.44254, -2.92120], [2.27228, 2.70552, -4.40962], [3.61558, 3.84314, -4.48690], [5.78168, -3.95420, 1.33530], [3.47104, -3.34851, 1.82900], [1.30497, -4.01585, -0.40862], [2.64288, -0.13923, 2.00384], [2.76355, -4.45222, 3.87740], [3.57162, 2.16908, 1.54282]],
  "mulliken_charge": [-0.55, -0.59, -0.78, -1.31, 1.45, -0.61, -0.32, -0.90, -0.84, -0.87, 0.35, -0.56, -0.59, -0.45, -0.77, 0.26, 0.63, -0.06, -0.75, -0.39, -0.60, -0.33, 0.44, 0.49, 0.50, 0.69, 0.07, 0.43, -0.22, 0.60, 0.25, 0.38, 0.51, 0.21, 0.33, 0.41, 0.32, 0.39, 0.35, 0.39, 0.31, 0.28, 0.38, 0.34, 0.37, 0.32, -1.69, 2.12, -2.18, -1.67, 0.51, -0.85, -1.28, 0.68, -0.29, -0.44, -0.07, -0.20, 0.59, -0.77, -0.88, 0.47, 2.15, -2.05, -1.61, -1.72, 0.46, 0.33, 0.40, 0.46, 0.37, 0.42, 0.46, 0.34, 0.33, 0.47, 0.55, 0.75, 0.27, 0.34, 0.27, 0.39, 0.42, 0.45, 0.38, 0.42, 0.30, 0.37, 0.34, 0.46, -0.72, 0.68, -0.68, -0.25, -0.72, -0.82],
  "total_energy_ev": -328024.9091,
  "homo_energy_ev": -0.786,
  "charge": -2,
  "orbital_gap_ha": 0.1491,
  "lumo_ev": 3.27
}

---

(3)
{
  "formula": "C37H48IN8O3PS3W",
  "method": "ωB97M-V/def2-TZVPD",
  "species": ["W", "S", "C", "N", "N", "C", "C", "C", "C", "C", "C", "N", "N", "C", "C", "C", "C", "C", "C", "H", "H", "H", "H", "H", "H", "H", "H", "H", "H", "H", "N", "N", "C", "N", "S", "H", "H", "H", "H", "H", "N", "C", "O", "C", "I", "H", "H", "H", "H", "O", "S", "C", "C", "C", "C", "C", "C", "C", "C", "C", "C", "C", "C", "H", "H", "H", "H", "H", "H", "H", "H", "H", "H", "C", "P", "C", "C", "O", "H", "H", "H", "H", "H", "H", "H", "H", "H", "C", "C", "C", "C", "C", "C", "H", "H", "H", "H", "H", "H", "H", "H", "H"],
  "coordinates": [[1.68607, -0.00780, -0.19603], [0.49602, 2.10720, 0.13380], [1.22966, 2.35284, 1.69567], [0.63406, 3.22577, 2.52610], [1.19652, 3.45655, 3.65220], [0.69519, 4.38648, 4.57844], [-0.45212, 5.12663, 4.30913], [-0.89936, 6.02107, 5.26345], [-0.21364, 6.17758, 6.46409], [0.93209, 5.43509, 6.71625], [1.39276, 4.53374, 5.77300], [2.43463, 1.88011, 2.02220], [2.97812, 1.01498, 1.21270], [4.40447, 1.03550, 1.30242], [5.04069, 2.26258, 1.47700], [6.42169, 2.31747, 1.55972], [7.17420, 1.15531, 1.46343], [6.53831, -0.06336, 1.26906], [5.15790, -0.12575, 1.18134], [2.06851, 2.96928, 3.86853], [-0.96700, 5.00431, 3.36674], [-1.78667, 6.60791, 5.06915], [-0.57121, 6.88390, 7.20057], [1.46909, 5.56106, 7.64606], [2.29068, 3.95443, 5.95668], [4.45097, 3.16804, 1.51955], [6.91165, 3.27342, 1.68620], [8.25307, 1.20021, 1.52312], [7.12238, -0.96949, 1.17482], [4.67012, -1.06808, 0.99252], [-0.53709, 1.83266, -3.47031], [-1.86274, 1.74800, -3.90127], [-2.84479, 1.42390, -3.02309], [-4.07962, 1.38241, -3.55730], [-2.56870, 1.11872, -1.40578], [-0.31718, 2.76814, -3.14522], [0.08265, 1.56999, -4.22466], [-2.11336, 2.15555, -4.79052], [-4.25989, 1.52327, -4.53689], [-4.84870, 1.17966, -2.94552], [0.30418, -3.13591, -1.47056], [-0.06192, -1.87965, -1.97168], [0.46283, -0.87584, -1.19976], [-0.82018, -1.58135, -3.01416], [3.64374, -1.14400, -1.82699], [1.31631, -3.23643, -1.48278], [-0.10962, -3.87940, -2.01843], [-1.09529, -0.55479, -3.19113], [-1.18049, -2.36534, -3.66382], [0.47776, -0.23785, 1.53781], [-0.72531, -1.08540, 1.98048], [-2.18325, -0.10134, 1.91364], [-2.24935, 1.16163, 2.49571], [-3.45699, 1.82797, 2.47819], [-4.58181, 1.22266, 1.91776], [-4.50189, -0.03749, 1.35276], [-3.28590, -0.70842, 1.33306], [-0.45978, -1.14259, 3.74185], [0.58036, -0.43392, 4.32116], [0.74381, -0.50308, 5.69919], [-0.11996, -1.27043, 6.46770], [-1.15543, -1.97717, 5.86715], [-1.33218, -1.91772, 4.49408], [-1.37471, 1.60582, 2.95388], [-3.53538, 2.81488, 2.91385], [-5.52677, 1.74921, 1.92176], [-5.37512, -0.49498, 0.90949], [-3.19721, -1.68211, 0.86752], [1.24726, 0.15384, 3.70239], [1.55000, 0.04177, 6.17320], [0.01243, -1.32004, 7.54005], [-1.82671, -2.57468, 6.46861], [-2.14364, -2.45803, 4.02012], [3.34222, -2.51637, 3.20855], [2.67016, -2.97467, 1.61712], [3.88370, -3.99418, 0.78492], [1.20883, -3.96990, 1.91958], [2.32301, -1.74996, 0.77720], [3.68188, -3.42327, 3.71393], [2.56600, -2.04548, 3.81142], [4.18386, -1.83340, 3.09474], [3.91938, -4.98075, 1.24758], [4.86858, -3.53070, 0.85122], [3.62539, -4.08838, -0.26944], [1.48849, -5.01351, 2.06520], [0.54251, -3.88894, 1.05870], [0.69656, -3.61691, 2.81552], [4.51626, 3.59019, -3.00580], [3.03621, 3.28552, -3.30968], [2.19809, 4.54926, -3.08959], [2.90697, 2.79688, -4.75916], [2.62406, 2.21924, -2.39038], [2.28216, 1.34508, -1.61688], [4.87731, 4.35060, -3.69957], [5.12933, 2.69612, -3.11948], [4.63414, 3.96775, -1.98942], [2.54675, 5.34012, -3.75542], [2.28214, 4.90106, -2.06122], [1.14355, 4.37374, -3.30822], [3.32169, 3.54697, -5.43364], [1.86179, 2.64523, -5.03504], [3.44426, 1.86044, -4.90698]],
  "mulliken_charge": [-0.31, -0.12, 0.39, -0.50, 0.54, 0.74, -0.33, -0.67, -0.50, -0.72, -0.38, -0.60, 1.26, -0.13, -0.61, -0.82, -0.55, -1.19, 0.01, 0.26, 0.50, 0.40, 0.40, 0.39, 0.39, 0.51, 0.43, 0.43, 0.46, 0.49, -0.21, -0.33, -0.02, -0.41, 0.09, 0.15, 0.23, 0.22, 0.18, 0.20, -0.33, 0.36, 0.63, -0.98, -0.03, 0.13, 0.29, -0.05, 0.33, -0.54, 0.09, 0.48, -0.07, -0.93, -0.54, -0.71, -0.36, 0.94, -0.59, -0.76, -0.65, -0.73, -0.81, 0.42, 0.50, 0.43, 0.46, 0.42, 0.79, 0.53, 0.43, 0.47, 0.49, -0.80, 1.03, -1.14, -0.90, -1.00, 0.51, 0.10, 0.27, 0.53, 0.34, 0.30, 0.61, 0.23, 0.26, -1.70, 2.09, -1.41, -1.51, -0.38, 0.91, 0.46, 0.38, 0.36, 0.44, 0.32, 0.25, 0.44, 0.26, 0.36],
  "total_energy_ev": -108917.4175,
  "homo_energy_ev": [-12.017, -11.995],
  "charge": 2,
  "orbital_gap_ha": [0.1977, 0.1909],
  "lumo_ev": [-6.64, -6.80]
}